Density functional theory data (the ωB97M-V functional and the def2-TZVPD basis) for a molecular structure, C32H41AsCl5O2PtS5Si3.

DFT total energy	-242447.23186	eV
2S+1	5
charge	+1
gap between HOMO and LUMO (alpha / beta)	8.33 / 5.58	eV
⟨S²⟩	6.025
energy relative to the best compared isomer or geometry (same formula, charge and spin)	3.30	kcal/mol

Geometry (Å):
Cl  1.255582  -3.444108  1.105619
H  2.990624  -1.542714  -2.665561
C  0.160581  2.868472  -4.431763
H  -0.949891  -5.291971  -4.820386
H  -3.543345  0.308781  1.175248
O  6.623177  -0.112086  3.652994
H  -4.154853  1.385478  2.432389
C  -2.004201  3.815646  -4.004815
C  0.085367  5.378128  1.535900
As  -0.571952  1.970360  1.641297
C  5.555395  -0.149619  3.140076
C  1.507715  -2.449152  -3.932493
H  -2.635220  4.681383  -3.863633
C  2.512243  3.572213  1.981013
H  1.142434  0.484776  -5.467998
H  3.127669  -1.071162  -4.366314
H  -1.209976  -0.703060  3.533833
H  1.099841  3.024772  4.999711
H  -2.232671  4.117635  -1.057172
C  2.996337  -0.445924  2.593923
H  -2.920074  2.866220  4.557711
O  0.615224  -0.145305  -2.055542
C  0.788227  -3.094357  -2.930408
S  4.066706  -0.691549  3.951537
Si  -0.750708  1.718351  4.035103
C  0.485242  0.388356  -4.601679
H  -1.712472  3.088627  5.812328
Cl  -3.901199  -2.477800  -2.209162
H  -0.637076  5.715528  0.797300
C  -1.865679  3.060413  4.733313
C  0.915571  1.958619  4.869361
H  -2.169746  0.440062  -4.127359
H  -3.609141  2.411472  -3.795037
C  -0.094676  -4.111055  -3.249949
C  -1.742552  1.433252  -4.159053
C  -3.933850  1.302629  1.368609
C  -1.744210  -1.663454  -0.787684
H  1.901424  -2.351874  -6.040156
C  3.573656  0.037188  1.417973
Si  -2.761541  2.682251  0.872168
H  -0.215398  4.966909  -4.273532
H  -2.723221  5.121430  1.486530
H  0.332342  -4.162093  -6.606000
C  -0.383934  1.589656  -4.400397
H  -0.642537  -4.616680  -2.464829
H  1.451096  2.650353  -1.131065
Cl  -0.572655  -5.825193  0.379577
H  -3.379588  4.166082  2.816892
C  -1.042119  -4.227414  -0.040772
S  5.272304  0.344420  1.435553
C  -2.551282  2.543153  -3.968510
H  -4.338182  4.445529  1.377758
H  -2.645322  0.148217  4.079324
S  1.372794  -0.820961  2.765646
C  2.424752  -1.328870  -3.573430
H  -0.095788  -0.529965  -4.683905
C  -2.599805  3.097189  -0.953931
Pt  0.427129  -0.075807  0.529364
H  0.161506  3.825488  -1.338018
H  2.980914  2.605524  1.819203
C  -0.644854  3.976761  -4.233976
H  0.870720  1.515437  5.863981
H  1.762794  1.527500  4.349999
H  -0.421189  5.290651  2.495760
H  2.343699  3.698754  3.048296
S  2.723313  0.352723  -0.029341
H  -4.876935  1.403156  0.832986
C  -0.262938  -3.131301  0.337474
H  3.216797  4.341371  1.664643
C  1.336948  -2.840781  -5.256283
H  -3.581158  3.059260  -1.425219
H  0.928226  -2.796021  -1.898251
C  1.106447  3.638789  -0.832677
C  -0.265802  -4.493522  -4.572738
C  -3.325643  4.252958  1.737075
H  -1.622915  4.049766  4.348919
S  1.562258  0.222046  -3.160020
H  -1.427053  -0.350547  5.246101
H  -1.934163  2.449452  -1.518324
C  -0.627652  -1.827811  0.022211
H  1.218270  2.997766  -4.623520
H  0.842812  6.154209  1.636155
H  1.829552  4.368139  -1.196344
C  0.453828  -3.859473  -5.575615
C  -2.536152  -2.731463  -1.199371
Cl  -3.148651  -5.356346  -1.295107
C  -1.573576  0.042070  4.241319
C  -2.193977  -4.023674  -0.800843
Si  0.914272  3.771556  1.025268
Cl  -2.124073  -0.086489  -1.373236

Forces on atoms 1 to 6 (eV/Å):
Cl 0.000 -0.104 -0.058
H 0.038 0.046 0.020
C 0.010 -0.029 -0.008
H -0.045 -0.051 -0.012
H 0.074 -0.125 -0.060
O 0.086 0.009 0.037

Löwdin population analysis, charges in e, atoms 1 to 2: number 1, Cl, carries 0.691; number 2, H, carries 0.088

Density functional theory data (the ωB97M-V functional and the def2-TZVPD basis) for a molecular structure, C5H12N3O in a non-equilibrium geometry.

DFT total energy	-11891.15217	eV
charge	+1
gap between HOMO and LUMO	10.30	eV
energy relative to the best compared isomer or geometry (same formula, charge and spin)	23.22	kcal/mol

Geometry (Å):
H  1.722483  2.270957  -0.331692
C  -0.091401  -0.505173  -0.363788
O  -1.921569  1.468438  -0.448577
C  1.651303  1.184363  -0.313012
C  0.798173  -0.733914  0.833709
H  0.652779  0.521484  -2.041754
H  -1.087663  -1.577865  -1.819081
H  -2.409539  -1.279203  1.076073
N  -0.247238  -1.567139  -1.263681
H  0.259898  -1.108598  1.701030
N  -2.687503  -0.372554  0.737021
H  -0.018282  -2.478442  -0.900728
H  2.545106  0.761118  -0.773647
H  -3.607654  -0.037314  1.002147
H  0.788022  1.262773  1.671438
H  2.393563  0.529825  1.623880
H  -0.331657  1.427058  -1.017909
C  -1.876950  0.369385  0.031673
N  0.458387  0.714896  -1.056113
C  1.451396  0.622975  1.090746
H  1.558339  -1.473073  0.562260

Forces on atoms 1 to 6 (eV/Å):
H -0.054 -0.074 -0.138
C -3.038 1.262 0.196
O -0.712 0.265 0.107
C 0.614 0.230 0.450
C 0.069 0.058 -0.004
H -0.005 -0.104 0.192

natural (NBO) population analysis, charges in e, atoms 1 to 2: number 1, H, carries 0.241; number 2, C, carries 0.246

| no. | M (g/mol) |
| --- | --- |
| 1 | 1149.54 |
| 2 | 130.17 |